Below is C44H120As2F12N8O8 as an isolated structure, with properties calculated with ωB97M-V/def2-TZVPD.

The molecular weight is 1267.31 g mol⁻¹. The value obtained for the gap between HOMO and LUMO (spin up / spin down) is 8.76 / 2.45 eV. The HOMO energy (spin up / spin down) comes out at -21.88 / -21.88 eV. The largest force on an atom comes out at 0.0957 hartree/bohr.

```
! wB97M-V def2-TZVPD RIJCOSX def2/J DEFGRID3
* xyz 7 2
C -4.0061 1.2010 -2.7418
C -4.5562 2.2834 -1.8662
N -3.6438 3.5382 -1.8125
C -4.2686 4.5119 -0.8332
C -2.2624 3.0329 -1.2933
C -1.3053 4.1230 -0.6725
C -3.4328 4.2762 -3.1804
C -4.7260 4.3496 -4.0669
O -5.7883 4.8331 -3.3145
C -7.0953 4.7729 -3.8794
H -4.0967 1.3820 -3.8129
H -4.6361 0.3555 -2.4654
H -2.9656 0.9442 -2.5432
H -4.6526 1.9763 -0.8248
H -5.5111 2.7009 -2.1855
H -5.2665 4.8874 -1.0597
H -3.5634 5.3431 -0.8281
H -4.2655 4.0587 0.1581
H -1.6822 2.4452 -2.0047
H -2.5057 2.3699 -0.4630
H -1.7085 4.5171 0.2604
H -1.0493 4.9632 -1.3180
H -0.3299 3.7817 -0.3257
H -2.6616 3.7401 -3.7334
H -3.0285 5.2471 -2.8940
H -4.9137 3.4234 -4.6100
H -4.5643 5.0166 -4.9137
H -7.1185 5.2345 -4.8665
H -7.8396 5.4090 -3.4002
H -7.5167 3.7676 -3.8744
C -1.5652 -8.5491 1.2547
C -1.8065 -7.0483 1.7747
N -3.3173 -6.5571 2.0100
C -4.0678 -7.4167 3.1393
C -3.4784 -5.0506 2.4400
C -2.7246 -4.7501 3.7975
C -4.1696 -6.8214 0.7385
C -3.5748 -6.3429 -0.6657
O -3.3275 -4.9433 -0.6169
C -2.3909 -4.6220 -1.6566
H -1.7699 -9.3093 2.0086
H -0.5265 -8.6929 0.9571
H -2.1033 -8.8580 0.3586
H -1.3669 -6.2120 1.2312
H -1.3919 -7.0106 2.7821
H -3.5836 -7.2059 4.0928
H -3.9203 -8.4826 2.9654
H -5.1363 -7.2107 3.0770
H -4.5551 -4.8940 2.3752
H -3.0303 -4.4363 1.6591
H -3.2523 -5.0493 4.7030
H -2.4681 -3.6908 3.7985
H -1.7572 -5.2195 3.9765
H -5.1722 -6.3939 0.7424
H -4.2678 -7.8910 0.5533
H -4.3024 -6.5371 -1.4538
H -2.7062 -6.9826 -0.8217
H -1.4658 -5.1978 -1.6270
H -2.1238 -3.5812 -1.4735
H -2.6919 -4.8274 -2.6839
C 3.5390 7.4654 -3.2563
C 3.8630 6.4922 -4.4194
N 2.9444 5.2621 -4.4714
C 1.6178 5.6795 -5.2292
C 3.5110 3.9982 -5.2551
C 4.0491 4.3926 -6.6562
C 2.6177 4.7335 -3.0218
C 1.8186 3.3732 -2.8864
O 0.5503 3.4393 -3.5088
C 0.1468 2.2427 -4.1478
H 3.3732 7.0726 -2.2531
H 2.5866 7.9638 -3.4365
H 4.2851 8.2537 -3.1562
H 4.9091 6.1937 -4.3516
H 3.7573 7.1771 -5.2607
H 1.1097 6.2956 -4.4873
H 1.0245 4.7721 -5.3418
H 1.8402 6.1942 -6.1639
H 2.6750 3.3002 -5.2115
H 4.3165 3.7003 -4.5838
H 4.7449 5.2292 -6.7194
H 3.2172 4.5540 -7.3417
H 4.6259 3.5152 -6.9487
H 2.0340 5.5389 -2.5762
H 3.5270 4.7605 -2.4214
H 1.4635 3.1429 -1.8819
H 2.3895 2.4774 -3.1309
H 0.7802 1.8809 -4.9578
H -0.8976 2.3679 -4.4333
H 0.1043 1.3864 -3.4747
C -5.2865 -0.1779 4.7844
C -6.1728 -0.9872 3.8921
C -5.6947 -0.9295 2.4922
O -4.3679 -1.3203 2.4481
C -3.6117 -1.1102 1.3037
N -6.2294 -2.4203 4.4533
H -7.0784 -2.9178 4.2258
H -5.4501 -2.9103 4.0378
H -6.0530 -2.4821 5.4459
H -5.5320 -0.1608 5.8462
H -5.2443 0.8615 4.4586
H -4.2589 -0.5388 4.7409
H -7.2338 -0.7658 4.0078
H -5.7802 0.0864 2.1065
H -6.3125 -1.5327 1.8270
H -3.8108 -1.8711 0.5491
H -2.5973 -1.4075 1.5699
H -3.5785 -0.0703 0.9787
C 2.1215 -1.9705 -4.8499
C 2.1559 -3.2543 -4.0027
C 3.1733 -3.2845 -2.7686
O 2.5521 -3.9188 -1.6666
C 3.4544 -3.9486 -0.5637
N 0.6558 -3.4545 -3.4908
H 0.0373 -3.5145 -4.2870
H 0.6891 -4.4034 -3.1465
H 0.2971 -2.7268 -2.8892
H 1.4527 -1.9758 -5.7106
H 3.0840 -1.9537 -5.3614
H 2.0597 -1.0251 -4.3111
H 2.3406 -4.1276 -4.6283
H 3.4029 -2.2392 -2.5618
H 4.1312 -3.7838 -2.9145
H 2.7760 -3.7656 0.2696
H 4.1949 -3.1551 -0.4644
H 3.9308 -4.9216 -0.4432
C 3.3637 2.2595 0.6960
C 4.4736 1.4599 1.3327
C 4.7768 1.9028 2.8024
O 5.7654 0.9811 3.2444
C 6.6579 1.4056 4.3493
N 4.1664 -0.0947 1.3167
H 4.9430 -0.6701 1.6095
H 3.3524 -0.2076 1.9039
H 3.9229 -0.3511 0.3706
H 2.5218 2.3821 1.3774
H 3.0436 1.8120 -0.2450
H 3.5736 3.3277 0.6419
H 5.3203 1.6205 0.6652
H 3.9195 1.9035 3.4756
H 5.2153 2.8999 2.7612
H 6.0553 1.5758 5.2415
H 7.2437 2.3034 4.1520
H 7.3565 0.5736 4.4376
C 0.2504 6.7710 3.0841
C 0.8831 5.4809 3.6231
C 0.5582 4.1452 2.8263
O 1.2400 3.0235 3.4863
C 0.6568 1.7219 3.3622
N 2.4035 5.7271 3.8253
H 2.7177 4.8432 4.1996
H 2.9687 5.9600 3.0213
H 2.5202 6.2926 4.6539
H 0.5365 7.7130 3.5519
H -0.8114 6.6887 3.3162
H 0.2705 6.9018 2.0022
H 0.4604 5.2460 4.6000
H 0.8065 4.3540 1.7857
H -0.5207 3.9978 2.7775
H -0.4138 1.8069 3.5486
H 1.1496 1.0149 4.0296
H 0.7958 1.3048 2.3648
C 4.1339 -6.0039 4.7702
C 2.9845 -5.0693 4.5359
C 1.8974 -5.6261 3.5360
O 0.7394 -4.7483 3.3950
C 1.0389 -3.5987 2.7214
N 2.3430 -4.9436 5.8953
H 2.9608 -4.9463 6.6943
H 1.8759 -4.0619 6.0518
H 1.7047 -5.7144 6.0315
H 4.9722 -5.6492 5.3699
H 4.5739 -6.2235 3.7974
H 3.9009 -6.9548 5.2493
H 3.4280 -4.1567 4.1377
H 1.5358 -6.5880 3.8994
H 2.4559 -5.8338 2.6234
H 0.2010 -2.9024 2.7559
H 1.1623 -3.8038 1.6580
H 1.9025 -3.0604 3.1119
As 5.3541 0.5974 -2.5743
F 6.3450 0.1687 -1.0955
F 5.1484 2.2056 -1.8256
F 4.4900 1.1154 -4.0632
F 5.4488 -1.0814 -3.1141
F 3.8707 0.0188 -1.8105
F 6.9285 0.9661 -3.4389
As 0.1214 -0.7989 -0.3934
F 0.0334 1.0154 -0.6194
F 0.3336 -0.8820 -2.1753
F 0.1058 -2.6035 -0.3808
F -0.1662 -0.7835 1.3707
F -1.5951 -0.9998 -0.7043
F 1.8619 -0.6087 -0.0650
*
```


Below is C18H22AuN4O2 as an isolated structure, with properties calculated with ωB97M-V/def2-TZVPD.

The molecular weight is 523.37 g mol⁻¹. The value obtained for the gap between HOMO and LUMO (spin up / spin down) is 7.96 / 6.15 eV. The HOMO energy (spin up / spin down) comes out at -10.69 / -10.91 eV. The largest force on an atom comes out at 0.0246 hartree/bohr.

```
! wB97M-V def2-TZVPD RIJCOSX def2/J DEFGRID3
* xyz 1 3
Au 0.1180 0.8448 -0.5032
O 2.0328 0.0180 -0.7383
C 2.1704 -1.0514 -1.4958
C 2.6208 -0.9543 -2.8268
C 2.7900 -2.0792 -3.6057
C 2.5180 -3.3472 -3.0932
C 2.0917 -3.4789 -1.7885
C 1.9125 -2.3581 -0.9779
C 1.4367 -2.4790 0.3863
N 1.3500 -1.4591 1.1282
N 1.1269 -1.0630 2.3019
C 0.1914 -0.1350 2.5178
O -0.5359 0.3741 1.5997
C 0.0059 0.2859 3.9127
C -1.2267 0.8269 4.2859
C -1.4387 1.2358 5.5888
C -0.4138 1.1235 6.5201
C 0.8160 0.5971 6.1494
C 1.0289 0.1666 4.8514
H 2.8733 0.0312 -3.2020
H 3.1490 -1.9787 -4.6222
H 2.6469 -4.2225 -3.7146
H 1.9073 -4.4674 -1.3835
H 1.1354 -3.4581 0.7614
H -2.0070 0.9017 3.5411
H -2.3987 1.6407 5.8796
H -0.5802 1.4428 7.5405
H 1.6074 0.5248 6.8830
H 1.9849 -0.2462 4.5591
N -1.8866 1.8075 -0.3073
C -2.9792 1.1902 -1.0886
C -2.7278 1.2324 -2.5951
C -1.6123 0.2870 -3.0890
C -0.3696 0.9993 -3.6094
N 0.2651 1.8345 -2.5634
H -2.0220 1.6423 0.6888
H -1.8696 2.8129 -0.4449
H -3.9230 1.6938 -0.8698
H -3.0750 0.1531 -0.7644
H -2.5146 2.2665 -2.8890
H -3.6651 0.9623 -3.0799
H -1.9919 -0.3465 -3.8904
H -1.3117 -0.3869 -2.2782
H -0.6391 1.6175 -4.4696
H 0.3569 0.2589 -3.9395
H -0.1928 2.7363 -2.4995
H 1.2450 2.0034 -2.7660
*
```


Below is a single C5H12O2 molecule, with properties calculated with ωB97M-V/def2-TZVPD.

The molecular weight is 104.15 g mol⁻¹. The value obtained for the gap between HOMO and LUMO is 10.79 eV. The HOMO energy comes out at -9.83 eV. The calculation puts the energy above the lowest of the compared OMol25 structures with the same formula, charge and spin at 1.158 eV. The largest force on an atom comes out at 0.0109 hartree/bohr.

```
! wB97M-V def2-TZVPD RIJCOSX def2/J DEFGRID3
* xyz 0 1
C -0.9490 1.3712 1.4942
O -0.6755 0.7345 0.2734
C 0.4700 -0.1119 0.2911
C 0.5587 -1.0740 1.4794
C 0.4685 -0.8569 -1.0380
C 0.1959 0.0576 -2.2339
O -1.1633 0.4017 -2.3681
H -0.0332 1.6378 2.0438
H -1.5628 0.6802 2.0746
H -1.4920 2.3024 1.3031
H 1.3428 0.5605 0.3361
H -0.2320 -1.8324 1.4610
H 0.5208 -0.5618 2.4464
H 1.5240 -1.5914 1.4296
H -0.3004 -1.6406 -1.0200
H 1.4416 -1.3515 -1.1523
H 0.8328 0.9554 -2.1493
H 0.4727 -0.4539 -3.1607
H -1.4194 0.7731 -1.5105
*
```


Below is a single C5H11P molecule, with properties calculated with ωB97M-V/def2-TZVPD.

The molecular weight is 102.12 g mol⁻¹. The value obtained for the gap between HOMO and LUMO is 10.27 eV. The HOMO energy comes out at -9.14 eV. The calculation puts the energy above the lowest of the compared OMol25 structures with the same formula, charge and spin at 2.119 eV. The largest force on an atom comes out at 0.0602 hartree/bohr.

```
! wB97M-V def2-TZVPD RIJCOSX def2/J DEFGRID3
* xyz 0 1
C 0.5789 -1.3218 -1.6372
C 0.6969 0.1389 -1.3344
C -0.5050 0.4901 -0.1265
C -0.4763 0.5085 1.4964
C -1.7762 0.2960 2.2636
P -0.7135 -1.2134 2.3271
H 1.4802 -1.8391 -2.0449
H -0.2523 -1.5107 -2.2356
H 0.4649 -1.8199 -0.6799
H 1.6237 0.5212 -0.9849
H 0.5318 0.6877 -2.3794
H -0.7886 1.6249 -0.2642
H -1.2576 -0.2413 -0.4080
H 0.1245 1.3236 1.9838
H -2.6225 0.1133 1.6517
H -1.7559 1.1539 3.0040
H -0.0360 -1.0679 3.6259
*
```


Below is a 3-piece molecular cluster, C5H17NO2 overall, with properties calculated with ωB97M-V/def2-TZVPD.

The molecular weight is 123.20 g mol⁻¹. The value obtained for the gap between HOMO and LUMO is 9.06 eV. The HOMO energy comes out at -8.40 eV. The calculation puts the energy above the lowest of the compared OMol25 structures with the same formula, charge and spin at 2.677 eV. The largest force on an atom comes out at 0.0884 hartree/bohr.

```
! wB97M-V def2-TZVPD RIJCOSX def2/J DEFGRID3
* xyz 0 1
C -0.3514 -1.4349 2.4000
C 0.2965 -0.4471 1.3603
C -0.6942 0.2476 0.5259
C -1.1881 1.5702 1.2527
N 0.0254 0.7056 -0.7279
C -0.5545 1.9638 -1.4676
H -0.4539 -1.0404 3.3563
H -0.0759 -2.5795 2.2802
H -1.3540 -1.8459 2.1172
H 0.9720 0.3855 1.7574
H 1.0884 -0.9813 0.8274
H -1.5527 -0.3861 0.2317
H -2.0123 2.0648 0.6990
H -1.3125 1.3063 2.3316
H -0.2812 2.2240 1.1158
H 1.0049 0.7873 -0.5464
H -0.4128 1.6409 -2.4542
H 0.1034 2.8523 -1.3964
H -1.5809 2.0609 -1.2896
O -0.8738 -2.4553 -2.1770
H -0.7064 -1.5612 -2.2564
H -1.7159 -2.6985 -1.6946
O 2.9488 0.1637 -0.6048
H 2.5896 -0.3129 -1.4070
H 3.8719 0.0798 -0.7506
*
```


Below is C3H7NO2 as an isolated structure, with properties calculated with ωB97M-V/def2-TZVPD.

The molecular weight is 89.09 g mol⁻¹. The value obtained for the gap between HOMO and LUMO is 9.16 eV. The HOMO energy comes out at -9.10 eV. The calculation puts the energy above the lowest of the compared OMol25 structures with the same formula, charge and spin at 5.536 eV. The largest force on an atom comes out at 0.0059 hartree/bohr.

```
! wB97M-V def2-TZVPD RIJCOSX def2/J DEFGRID3
* xyz 0 1
O 1.4641 -0.5632 1.1120
C 0.6496 0.4000 1.0512
C 0.5123 1.0467 -0.3570
O -0.5564 0.5463 -1.2200
C -0.9585 -0.6950 -1.1516
N -0.5690 -1.6092 -0.3076
H 0.4243 -1.4661 0.0345
H -0.6542 -0.0286 1.2733
H 0.6052 1.1511 1.8626
H 0.3188 2.1201 -0.3134
H 1.4539 0.8512 -0.8785
H -1.8099 -0.8618 -1.8134
H -0.8804 -0.8914 0.7077
*
```


Question: Which of these has the highest largest force on an atom?
Answer: C44H120As2F12N8O8


Question: Look up the largest force on an atom of the second one.
Answer: 0.0246 hartree/bohr


Question: What is the molecular weight in the sixth record?
Answer: 89.09 g mol⁻¹


Question: Number 3 is which compound?
Answer: C5H12O2